Record 1
86
Properties=species:S:1:pos:R:3:lowdin_charge:R:1 method="wB97M-V/def2-TZVPD" homo_lumo_gap_ev="4.1 / 4.1" multiplicity=1 e_tot_ev=-52234.8117 lumo_ev="-0.23 / -0.23"
Nb 0.575 -0.078 -0.840 1.827
N 1.526 1.555 -0.114 -0.408
N 2.069 -1.421 -0.543 -0.359
N -0.440 0.931 -2.565 -0.102
N 0.252 -1.185 -2.765 -0.111
H 3.226 0.599 0.710 0.062
C 2.724 1.572 0.707 -0.168
H 2.466 1.828 1.747 0.052
H 3.438 2.326 0.333 0.085
H 1.249 3.637 -0.269 0.089
C 0.735 2.747 0.135 -0.167
H 0.594 2.894 1.220 0.053
H -0.255 2.694 -0.332 0.039
C 3.215 -1.889 -1.288 -0.154
H 3.080 -2.946 -1.577 0.084
H 3.394 -1.296 -2.188 0.037
H 4.109 -1.816 -0.646 0.088
H 1.759 -3.249 0.479 0.087
C 1.951 -2.180 0.684 -0.204
H 2.874 -2.083 1.282 0.088
H 1.118 -1.818 1.286 -0.012
C -0.981 2.202 -3.042 -0.464
H -0.213 2.958 -2.811 0.131
C -2.254 2.527 -2.275 -0.081
H -2.125 2.498 -1.186 0.033
H -2.602 3.531 -2.547 0.082
H -3.047 1.814 -2.541 0.087
C -1.247 2.228 -4.536 -0.077
H -1.603 3.232 -4.791 0.084
H -0.345 2.040 -5.123 0.056
H -2.031 1.521 -4.829 0.084
H 0.438 -3.445 -5.307 0.081
C 0.138 -2.477 -4.894 -0.070
H -0.954 -2.416 -4.950 0.085
H 0.585 -1.702 -5.522 0.072
C 0.637 -2.410 -3.463 -0.474
H 1.740 -2.423 -3.485 0.113
C 0.144 -3.586 -2.641 -0.072
H 0.511 -3.555 -1.607 0.052
H -0.954 -3.587 -2.618 0.083
H 0.472 -4.525 -3.102 0.078
H -0.482 -0.090 -4.412 0.108
C -0.244 -0.115 -3.351 -0.318
C 2.856 1.204 -2.716 -0.173
H 2.368 2.177 -2.613 0.023
H 3.511 0.906 -1.896 -0.001
C 2.806 0.516 -3.925 -0.392
H 3.287 -0.474 -3.991 0.077
C 2.221 1.060 -5.049 -0.127
H 1.826 2.080 -5.020 0.024
H 2.225 0.531 -6.001 0.010
N -0.677 -0.430 0.490 -0.420
P -0.966 -0.272 2.063 0.843
C 0.321 0.487 3.071 -0.265
C 0.221 1.849 3.442 -0.103
C 1.194 2.432 4.257 -0.070
C 2.306 1.704 4.665 -0.072
C 2.437 0.380 4.257 -0.072
C 1.445 -0.236 3.505 -0.081
C -2.368 0.805 2.311 -0.340
C -2.738 1.152 3.627 -0.105
C -3.824 2.006 3.832 -0.067
C -4.541 2.490 2.732 -0.072
C -4.186 2.114 1.437 -0.066
C -3.111 1.250 1.215 -0.071
C -1.445 -1.809 2.873 -0.253
C -2.796 -2.006 3.231 -0.066
C -3.169 -3.144 3.946 -0.068
C -2.229 -4.135 4.239 -0.070
C -0.910 -3.978 3.815 -0.070
C -0.517 -2.832 3.139 -0.080
H -0.626 2.451 3.114 0.105
H 1.066 3.466 4.569 0.111
H 3.063 2.164 5.303 0.112
H 3.317 -0.197 4.541 0.113
H 1.554 -1.288 3.264 0.072
H -2.172 0.767 4.483 0.124
H -4.094 2.282 4.849 0.108
H -5.388 3.157 2.895 0.107
H -4.749 2.482 0.579 0.110
H -2.836 0.902 0.219 0.086
H -3.554 -1.273 2.941 0.108
H -4.201 -3.248 4.268 0.107
H -2.518 -5.016 4.803 0.106
H -0.166 -4.749 4.013 0.111
H 0.514 -2.768 2.799 0.070

=====

Record 2
125
Properties=species:S:1:pos:R:3:lowdin_charge:R:1 method="wB97M-V/def2-TZVPD" homo_lumo_gap_ev="7.0 / 5.1" multiplicity=4 total_charge=-1 e_tot_ev=-263595.3710 lumo_ev="1.14 / -0.06"
Co -2.541 0.018 1.518 0.848
C -5.072 -3.379 4.949 0.036
C -4.097 -2.537 4.562 -0.394
C -2.651 -2.689 4.892 -0.335
O -1.719 -1.941 4.425 0.015
C -2.216 -3.741 5.646 0.072
C -3.121 -4.625 6.259 -0.302
C -4.672 -4.504 5.777 -0.310
O -5.420 -5.420 6.137 0.020
O -2.765 -5.367 7.185 0.067
O -4.540 -1.619 3.774 -0.061
H -6.113 -3.255 4.690 0.125
H -1.148 -3.806 5.791 0.135
B 0.695 1.558 -0.487 -1.367
F 1.602 0.848 -1.234 0.109
F -0.480 1.708 -1.225 0.086
F 0.381 0.740 0.598 0.087
F 1.213 2.791 -0.170 0.119
C 3.159 -3.786 1.155 -0.052
C 3.107 -5.280 0.887 -0.237
O 3.138 -5.625 -0.465 0.014
C 3.697 -6.777 -0.940 -0.484
O 4.428 -7.571 -0.367 0.116
O 3.336 -6.819 -2.300 -0.044
C 3.469 -8.105 -2.941 -0.059
H 2.174 -3.319 1.168 0.081
H 3.727 -3.311 0.355 0.073
H 3.759 -3.556 2.035 0.078
H 2.209 -5.714 1.326 0.129
H 4.038 -5.616 1.344 0.121
H 3.070 -8.082 -3.955 0.091
H 3.160 -8.930 -2.298 0.092
H 4.531 -8.325 -3.047 0.084
C -2.362 7.901 -1.926 -0.309
O -2.327 8.918 -2.677 -0.043
N -3.313 7.612 -1.028 -0.185
C -3.663 6.210 -0.674 -0.058
C -4.478 8.346 -0.604 -0.073
H -1.541 7.167 -1.947 0.137
H -4.019 5.986 0.331 0.089
H -2.869 5.497 -0.896 0.089
H -4.436 5.933 -1.391 0.087
H -4.477 9.334 -1.064 0.089
H -5.430 7.866 -0.826 0.087
H -4.356 8.433 0.476 0.092
C -0.605 -1.204 -5.474 -0.333
O -1.778 -1.439 -5.311 0.007
N -0.001 -1.391 -6.689 -0.202
C 1.450 -1.225 -6.912 -0.065
C -0.635 -2.087 -7.811 -0.048
H -0.006 -0.724 -4.685 0.142
H 2.008 -0.888 -6.039 0.084
H 1.568 -0.379 -7.589 0.081
H 1.900 -2.136 -7.308 0.082
H -1.710 -2.183 -7.656 0.085
H -0.171 -1.651 -8.696 0.085
H -0.292 -3.117 -7.703 0.083
C -2.098 -4.329 -0.571 -0.405
O -2.402 -3.411 0.130 0.029
N -2.328 -5.594 -0.280 -0.196
C -1.861 -6.608 -1.305 -0.030
C -2.890 -6.059 0.968 -0.031
H -1.784 -4.256 -1.624 0.134
H -2.775 -6.872 -1.836 0.083
H -1.369 -7.433 -0.788 0.081
H -1.148 -6.223 -2.035 0.076
H -3.510 -6.923 0.729 0.091
H -2.012 -6.178 1.603 0.096
H -3.482 -5.269 1.431 0.088
C -1.773 4.233 3.821 -0.347
O -2.162 3.212 3.275 0.005
N -1.503 4.361 5.113 -0.212
C -1.133 5.672 5.505 -0.063
C -1.480 3.339 6.092 -0.050
H -1.897 5.200 3.311 0.131
H -0.102 5.594 5.851 0.095
H -1.635 5.748 6.469 0.083
H -1.447 6.457 4.817 0.095
H -0.566 2.964 6.552 0.093
H -2.014 3.669 6.984 0.086
H -2.089 2.496 5.765 0.100
C -5.523 1.023 -2.307 -0.293
O -5.060 0.778 -1.148 -0.051
N -6.762 0.656 -2.674 -0.195
C -7.391 1.023 -3.924 -0.076
C -7.541 -0.302 -1.795 -0.010
H -5.097 1.582 -3.155 0.136
H -8.191 0.360 -4.256 0.083
H -6.750 1.178 -4.791 0.087
H -7.921 1.936 -3.655 0.087
H -7.445 -1.377 -1.945 0.091
H -7.272 0.003 -0.784 0.080
H -8.557 0.055 -1.962 0.075
C 3.890 3.972 5.664 -0.386
O 4.458 4.945 6.117 -0.010
N 3.682 3.657 4.379 -0.184
C 3.008 2.412 3.983 -0.033
C 4.202 4.578 3.340 -0.025
H 3.395 3.332 6.410 0.128
H 2.873 1.783 4.863 0.083
H 3.552 2.054 3.110 0.091
H 1.960 2.538 3.711 0.083
H 5.033 4.109 2.812 0.085
H 3.376 4.683 2.637 0.087
H 4.429 5.579 3.705 0.084
C 8.249 -2.303 -0.197 -0.371
O 9.074 -2.610 0.678 -0.026
N 7.494 -1.222 -0.222 -0.162
C 6.467 -1.193 -1.291 -0.068
C 7.357 -0.036 0.709 -0.009
H 8.183 -2.910 -1.113 0.134
H 5.649 -0.613 -0.862 0.080
H 6.008 -2.086 -1.714 0.083
H 6.806 -0.602 -2.142 0.081
H 6.640 -0.196 1.515 0.088
H 8.364 -0.064 1.124 0.081
H 7.186 0.933 0.239 0.088
Br 5.913 4.575 -3.710 0.639
C 4.420 3.710 -4.526 -0.713
C 3.227 4.626 -4.474 -0.732
Br 1.775 4.223 -5.705 0.601
H 4.269 2.790 -3.960 0.064
H 4.878 3.621 -5.511 0.036
H 3.506 5.665 -4.647 0.038
H 2.855 4.603 -3.449 0.064